ORCA calculation (ωB97M-V/def2-TZVPD) on CH4NOP as an isolated structure.

Properties
molar mass = 77.02 g mol⁻¹
highest occupied orbital energy = -8.538 eV
energy relative to the best compared isomer or geometry (same formula, charge and spin) = 56.1 kcal per mole
E_tot = -511.7747 Eh
total charge = 0
gap between HOMO and LUMO = 8.88 eV

Structure (XYZ):
```
8
CH4NOP ωB97M-V/def2-TZVPD
C 1.7838 -0.5908 -0.0615
N -1.0593 0.7086 -0.4338
O 2.1502 0.4955 -0.3111
P -0.6015 -0.9474 -0.2294
H 2.4028 -1.6152 0.0093
H -1.6354 0.8691 -1.2610
H -0.2479 1.3067 -0.6107
H -0.7248 -1.1263 1.1371
```


ORCA calculation (ωB97M-V/def2-TZVPD) on CH4NP3 in the gas phase.

Properties
molar mass = 122.97 g mol⁻¹
highest occupied orbital energy (spin up / spin down) = -7.883 / -7.857 eV
energy relative to the best compared isomer or geometry (same formula, charge and spin) = 41.1 kcal per mole
E_tot = -1119.2011 Eh
total charge = 0
gap between HOMO and LUMO (spin up / spin down) = 6.53 / 6.36 eV

Structure (XYZ):
```
9
CH4NP3 ωB97M-V/def2-TZVPD
C -0.8944 -0.9521 0.8260
N -0.5445 -0.1640 1.7271
P 0.6435 0.7597 2.1691
P 1.0609 0.5328 -1.4054
P 1.3698 1.7230 0.3406
H -0.3191 -1.1597 -0.0594
H -2.0082 -1.2326 0.8065
H 2.0709 -0.3511 -0.9059
H 0.0898 2.3324 0.2167
```